#A
This record from the Open Molecules 2025 dataset describes a 2-piece molecular cluster, C3H7FSi overall. The level of theory is the ωB97M-V functional and the def2-TZVPD basis.

Its net charge is 0. For the HOMO-LUMO gap, the calculation gives 0.2859 hartree. The HOMO energy comes out at -8.78 eV. As for the lowest unoccupied orbital energy: -1.0 eV.

Geometry (Å):
C  2.560  0.110  0.053
C  2.200  -0.428  1.223
C  -2.361  -0.309  -0.720
F  -2.305  -1.403  0.142
Si  -2.631  1.424  0.273
H  1.988  -0.199  -0.834
H  3.367  0.908  -0.178
H  1.284  -1.026  1.307
H  -3.121  -0.549  -1.401
H  -1.368  -0.301  -1.072
H  2.877  -0.425  2.050
H  -2.491  2.198  -0.843

---

#B
This record from the Open Molecules 2025 dataset describes a 2-piece molecular cluster, C3H7FSi overall. The level of theory is the ωB97M-V functional and the def2-TZVPD basis.

Its net charge is 0. For the HOMO-LUMO gap (spin up / spin down), the calculation gives 0.2863 / 0.2863 hartree. The HOMO energy (spin up / spin down) comes out at -8.42 / -8.41 eV. As for the lowest unoccupied orbital energy (spin up / spin down): -0.6 / -0.6 eV.

Geometry (Å):
C  2.349  0.278  0.020
C  1.456  0.186  0.974
C  -1.824  0.504  -0.366
F  -2.659  0.700  0.703
Si  -0.727  -1.090  -0.240
H  3.356  0.608  0.088
H  2.037  0.265  -0.921
H  1.511  0.364  2.030
H  -1.100  1.312  -0.503
H  -2.484  0.633  -1.169
H  -1.039  -1.841  0.979
H  -0.877  -1.920  -1.593

---

It is #B that is the least stable of them.

---

#A
This record from the Open Molecules 2025 dataset describes C14H22N2O3 in the gas phase. The level of theory is the ωB97M-V functional and the def2-TZVPD basis.

Its net charge is 0. Its SMILES is CC(C)NC[C@H](O)COc1ccc(CC(N)=O)cc1. For the HOMO-LUMO gap, the calculation gives 0.3414 hartree. The HOMO energy comes out at -8.62 eV. As for the lowest unoccupied orbital energy: 0.7 eV.

Geometry (Å):
C  3.108  -1.936  1.496
C  2.894  -1.367  0.094
C  3.302  -2.393  -0.970
N  3.634  -0.116  -0.014
C  3.223  0.791  -1.079
C  2.586  2.042  -0.442
O  3.454  2.595  0.511
C  1.241  1.698  0.222
O  0.386  1.150  -0.756
C  -0.838  0.695  -0.373
C  -1.350  0.764  0.917
C  -2.614  0.262  1.186
C  -3.389  -0.318  0.193
C  -4.772  -0.827  0.474
C  -5.855  0.122  -0.036
N  -5.595  1.428  0.200
O  -6.872  -0.257  -0.568
C  -2.868  -0.382  -1.098
C  -1.614  0.114  -1.379
H  2.822  -1.204  2.247
H  2.512  -2.833  1.635
H  4.156  -2.187  1.644
H  1.833  -1.131  -0.037
H  4.348  -2.668  -0.846
H  3.167  -1.984  -1.969
H  2.696  -3.291  -0.882
H  4.624  -0.324  -0.074
H  2.494  0.334  -1.754
H  4.085  1.114  -1.667
H  2.420  2.805  -1.208
H  3.799  1.845  1.020
H  0.812  2.612  0.651
H  1.423  0.978  1.031
H  -0.780  1.206  1.719
H  -2.994  0.321  2.197
H  -4.925  -0.945  1.549
H  -4.938  -1.794  -0.003
H  -4.707  1.725  0.563
H  -6.244  2.121  -0.134
H  -3.458  -0.827  -1.885
H  -1.206  0.065  -2.376

---

#B
This record from the Open Molecules 2025 dataset describes C14H22N2O3 in the gas phase. The level of theory is the ωB97M-V functional and the def2-TZVPD basis.

Its net charge is 0. Its SMILES is CCCCCCCCn1cc(C(C)=O)c(=O)[nH]c1=O. For the HOMO-LUMO gap, the calculation gives 0.3454 hartree. The HOMO energy comes out at -9.40 eV. As for the lowest unoccupied orbital energy: 0.0 eV.

Geometry (Å):
C  -1.307  -3.859  -0.510
C  -1.493  -2.522  0.196
C  -2.507  -1.641  -0.530
C  -2.820  -0.335  0.202
C  -1.603  0.580  0.323
C  -1.984  1.972  0.829
C  -0.802  2.790  1.350
C  0.187  3.243  0.273
N  0.937  2.144  -0.313
C  1.750  1.387  0.441
C  2.429  0.292  -0.001
C  3.275  -0.427  0.986
C  4.035  -1.617  0.492
O  3.326  -0.045  2.137
C  2.281  -0.102  -1.394
O  2.773  -1.045  -1.967
N  1.453  0.772  -2.107
C  0.767  1.872  -1.669
O  0.078  2.548  -2.392
H  -2.250  -4.400  -0.560
H  -0.946  -3.706  -1.525
H  -0.585  -4.476  0.020
H  -1.834  -2.695  1.220
H  -0.528  -2.013  0.248
H  -3.436  -2.204  -0.651
H  -2.131  -1.410  -1.530
H  -3.603  0.193  -0.348
H  -3.208  -0.560  1.198
H  -1.139  0.656  -0.661
H  -0.880  0.133  1.009
H  -2.486  2.523  0.031
H  -2.696  1.858  1.650
H  -0.276  2.215  2.115
H  -1.187  3.695  1.825
H  0.896  3.955  0.705
H  -0.346  3.726  -0.550
H  1.868  1.679  1.477
H  4.694  -1.324  -0.322
H  4.613  -2.046  1.307
H  3.346  -2.356  0.090
H  1.337  0.552  -3.092

---

It is #A that is the least stable of them.

---

#A
This record from the Open Molecules 2025 dataset describes an isolated ion of composition C3H7N4S and charge +1. The level of theory is the ωB97M-V functional and the def2-TZVPD basis.

Its net charge is +1. Its SMILES is C/N=[N+]1\N=N[C@@H]1SC. For the HOMO-LUMO gap, the calculation gives 0.2456 hartree. The HOMO energy comes out at -13.56 eV. As for the lowest unoccupied orbital energy: -6.9 eV.

Geometry (Å):
C  -1.092  -1.586  -2.399
N  -0.411  -0.535  -1.858
N  -0.190  -0.669  -0.651
N  -0.349  -1.572  0.433
N  0.207  -0.857  1.299
C  0.490  0.239  0.379
S  -0.355  1.791  0.867
C  0.802  2.065  2.173
H  -2.127  -1.349  -2.319
H  -0.860  -2.585  -1.830
H  -0.762  -1.734  -3.528
H  1.532  0.378  0.290
H  0.296  2.710  2.955
H  1.726  2.640  1.755
H  1.093  1.065  2.433

---

#B
This record from the Open Molecules 2025 dataset describes an isolated ion of composition C3H7N4S and charge +1. The level of theory is the ωB97M-V functional and the def2-TZVPD basis.

Its net charge is +1. Its SMILES is [NH2+]=CN/C=N\[C@@H]1NS1. For the HOMO-LUMO gap, the calculation gives 0.2738 hartree. The HOMO energy comes out at -11.99 eV. As for the lowest unoccupied orbital energy: -4.5 eV.

Geometry (Å):
N  -0.132  -2.691  0.031
C  -0.162  -1.403  0.178
N  0.892  -0.753  0.549
C  1.304  0.616  0.691
N  0.635  1.534  0.182
C  -0.518  1.536  -0.608
N  -1.325  2.709  -0.858
S  -2.033  1.694  0.297
H  -0.803  -3.088  -0.500
H  0.683  -3.248  0.136
H  -1.228  -0.878  0.021
H  1.830  -1.175  0.738
H  2.230  0.883  1.140
H  -0.530  0.683  -1.356
H  -0.843  3.583  -0.642

---

It is #A that is the least stable of them.

---

#A
This record from the Open Molecules 2025 dataset describes a 3-piece molecular cluster, C3H8N overall. The level of theory is the ωB97M-V functional and the def2-TZVPD basis.

Its net charge is +1. For the HOMO-LUMO gap, the calculation gives 0.2019 hartree. The HOMO energy comes out at -13.85 eV. As for the lowest unoccupied orbital energy: -8.4 eV.

Geometry (Å):
C  -6.412  -0.585  1.170
C  -6.684  -0.595  -0.284
C  -6.040  0.437  -1.022
N  -5.065  1.150  -0.630
H  -6.670  -1.561  1.515
H  -5.276  -0.498  1.276
H  -6.826  0.137  1.953
H  -7.135  -1.457  -0.776
H  -6.410  0.545  -2.010
H  -4.819  2.052  -1.015
H  31.033  -0.097  -0.138
H  30.304  0.471  -0.038

---

#B
This record from the Open Molecules 2025 dataset describes a 3-piece molecular cluster, C3H8N overall. The level of theory is the ωB97M-V functional and the def2-TZVPD basis.

Its net charge is +1. For the HOMO-LUMO gap, the calculation gives 0.0623 hartree. The HOMO energy comes out at -10.31 eV. As for the lowest unoccupied orbital energy: -8.6 eV.

Geometry (Å):
C  0.836  -4.695  -4.939
C  2.097  -3.851  -4.910
C  2.958  -3.925  -3.745
N  2.769  -4.566  -2.653
H  0.062  -4.674  -5.820
H  0.287  -4.523  -3.980
H  1.129  -5.773  -4.882
H  1.734  -2.903  -5.562
H  3.896  -3.410  -3.874
H  3.375  -4.317  -1.994
H  -10.204  20.397  21.502
H  -8.938  22.240  20.858

---

It is #B that is the least stable of them.

---

#A
This record from the Open Molecules 2025 dataset describes a 2-piece molecular cluster, C6H10O overall. The level of theory is the ωB97M-V functional and the def2-TZVPD basis.

Its net charge is +1. For the HOMO-LUMO gap (spin up / spin down), the calculation gives 0.3388 / 0.2282 hartree. The HOMO energy (spin up / spin down) comes out at -14.80 / -14.69 eV. The expectation value of S² is 0.779. The spin multiplicity is 2. As for the lowest unoccupied orbital energy (spin up / spin down): -5.6 / -8.5 eV.

Geometry (Å):
C  1.719  -0.721  0.500
C  2.538  0.140  -0.127
C  -0.005  -1.427  -1.148
C  0.292  -0.854  0.061
C  -0.751  -0.498  1.063
C  -2.073  -0.471  0.701
H  2.022  -1.464  1.255
H  3.569  0.358  0.079
H  2.032  0.921  -0.704
H  -0.973  -1.697  -1.573
H  0.811  -1.788  -1.773
H  -0.633  -0.301  2.138
H  -2.860  -0.069  1.330
H  -2.329  -0.677  -0.344
H  -1.193  3.565  -0.233
H  -0.975  2.120  -0.325
O  -1.191  2.864  -0.899

---

#B
This record from the Open Molecules 2025 dataset describes an isolated ion of composition C6H10O and charge +1. The level of theory is the ωB97M-V functional and the def2-TZVPD basis.

Its net charge is +1. For the HOMO-LUMO gap (spin up / spin down), the calculation gives 0.3231 / 0.2999 hartree. The HOMO energy (spin up / spin down) comes out at -13.50 / -15.11 eV. The expectation value of S² is 0.777. The spin multiplicity is 2. As for the lowest unoccupied orbital energy (spin up / spin down): -4.7 / -7.0 eV.

Geometry (Å):
C  -2.542  -0.567  -1.809
C  -1.243  -0.852  -1.191
C  -0.822  -0.195  -0.052
C  0.539  -0.257  0.280
C  1.273  0.626  1.074
O  0.799  1.784  1.470
C  2.704  0.308  1.394
H  -2.593  0.448  -2.216
H  -3.281  -0.451  -0.999
H  -2.946  -1.266  -2.526
H  -0.778  -1.801  -1.367
H  -1.516  0.346  0.590
H  0.989  -1.240  0.198
H  0.278  2.197  0.765
H  3.130  1.292  1.557
H  2.876  -0.225  2.325
H  3.132  -0.147  0.507

---

It is #A that is the least stable of them.

---

#A
This record from the Open Molecules 2025 dataset describes an isolated ion of composition C6H10O and charge +1. The level of theory is the ωB97M-V functional and the def2-TZVPD basis.

Its net charge is +1. For the HOMO-LUMO gap (spin up / spin down), the calculation gives 0.3191 / 0.3000 hartree. The HOMO energy (spin up / spin down) comes out at -15.37 / -14.88 eV. The expectation value of S² is 0.754. The spin multiplicity is 2. As for the lowest unoccupied orbital energy (spin up / spin down): -6.7 / -6.7 eV.

Geometry (Å):
C  2.132  -0.656  -0.681
C  1.045  -0.075  0.154
C  -0.238  -0.615  0.021
C  -1.395  -0.037  0.446
C  -2.687  -0.338  -0.249
O  -3.796  -0.189  0.494
C  1.233  1.269  0.752
H  2.874  -1.124  -0.028
H  2.574  0.156  -1.256
H  1.709  -1.407  -1.338
H  -0.375  -1.485  -0.615
H  -1.545  0.531  1.367
H  -2.626  -1.295  -0.790
H  -2.764  0.430  -1.053
H  0.902  1.251  1.799
H  2.282  1.540  0.742
H  0.675  2.046  0.235

---

#B
This record from the Open Molecules 2025 dataset describes a 2-piece molecular cluster, C6H10O overall. The level of theory is the ωB97M-V functional and the def2-TZVPD basis.

Its net charge is +1. For the HOMO-LUMO gap (spin up / spin down), the calculation gives 0.2952 / 0.1936 hartree. The HOMO energy (spin up / spin down) comes out at -13.56 / -13.56 eV. The expectation value of S² is 0.789. The spin multiplicity is 2. As for the lowest unoccupied orbital energy (spin up / spin down): -5.5 / -8.3 eV.

Geometry (Å):
C  0.851  3.016  0.000
C  1.434  3.417  1.139
C  0.069  0.692  0.333
C  -0.227  2.016  -0.001
C  -1.425  -1.147  1.091
C  -0.902  -0.338  0.101
H  1.221  3.401  -0.947
H  2.132  4.232  1.214
H  1.044  2.832  1.970
H  1.097  0.465  0.590
H  -1.232  2.310  -0.279
H  -1.310  -0.847  2.126
H  -1.848  -2.119  0.866
H  -1.630  -0.326  -0.713
H  0.539  -6.171  -1.821
H  -0.041  -5.270  -2.928
O  0.225  -6.164  -2.742

---

It is #B that is the least stable of them.

---

#A
This record from the Open Molecules 2025 dataset describes a 2-piece molecular cluster, C4H12O2 overall. The level of theory is the ωB97M-V functional and the def2-TZVPD basis.

Its net charge is 0. Its SMILES is CCCCO.O. For the HOMO-LUMO gap, the calculation gives 0.3963 hartree. The HOMO energy comes out at -10.16 eV. As for the lowest unoccupied orbital energy: 0.6 eV.

Geometry (Å):
C  -1.085  -1.063  1.908
C  -0.477  -1.291  0.517
C  0.677  -0.330  0.256
C  0.881  -0.036  -1.231
O  2.226  0.374  -1.522
H  -0.309  -1.124  2.653
H  -1.874  -1.785  2.129
H  -1.570  -0.099  1.861
H  -0.078  -2.286  0.391
H  -1.219  -1.142  -0.258
H  0.558  0.649  0.703
H  1.650  -0.639  0.622
H  0.233  0.730  -1.674
H  0.686  -0.946  -1.801
H  2.492  0.956  -0.800
O  -1.776  1.844  -0.059
H  -1.267  2.157  -0.813
H  -2.598  2.348  -0.084

---

#B
This record from the Open Molecules 2025 dataset describes a 3-piece molecular cluster, C4H12O2 overall. The level of theory is the ωB97M-V functional and the def2-TZVPD basis.

Its net charge is 0. Its SMILES is C=C(C)C.O.O. For the HOMO-LUMO gap, the calculation gives 0.2514 hartree. The HOMO energy comes out at -6.86 eV. As for the lowest unoccupied orbital energy: 0.0 eV.

Geometry (Å):
C  0.981  0.414  -0.879
C  0.087  -0.446  -0.400
C  0.227  -1.971  -0.485
C  -1.217  -0.112  0.278
H  1.755  0.911  -0.339
H  1.005  0.679  -2.040
H  1.347  -2.299  -0.557
H  -0.272  -2.381  0.575
H  -0.401  -2.277  -1.322
H  -1.809  0.776  -0.025
H  -1.826  -1.012  0.197
H  -1.097  0.289  1.375
O  -4.315  -1.126  2.961
H  -3.672  -0.929  3.613
H  -3.861  -1.469  2.272
O  4.268  3.392  -1.470
H  3.643  3.894  -2.067
H  5.157  3.667  -1.685

---

It is #B that is the least stable of them.